1.
Formula: C24H19AuClIN5O5
Source: OMol25
Level of theory: ωB97M-V with the def2-TZVPD basis set

Computed properties:
- 2S+1 = 1
- total charge = +1
- E_tot (a.u.) = -2469.3212

Geometry (Å):
Au: -0.0947 -1.7766 -0.7851
O: 2.3092 -4.9662 -1.3222
C: 1.7076 -3.9320 -1.3356
N: 0.5746 -3.6128 -0.5957
C: -0.0219 -4.3939 0.3857
O: 0.2932 -5.5005 0.7150
C: -1.1732 -3.6575 1.0319
C: -1.9342 -4.2634 2.0022
C: -2.9720 -3.5433 2.5802
C: -3.2049 -2.2434 2.1675
C: -2.4061 -1.6877 1.1834
N: -1.4159 -2.3912 0.6329
C: 2.1333 -2.7682 -2.2058
C: 3.2201 -2.8549 -3.0426
C: 3.5771 -1.7343 -3.7833
C: 2.8448 -0.5655 -3.6530
C: 1.7604 -0.5368 -2.7937
N: 1.4251 -1.6274 -2.1051
H: -1.6956 -5.2802 2.2815
H: -3.5898 -3.9944 3.3446
H: -4.0025 -1.6513 2.5919
H: -2.5584 -0.6877 0.8128
H: 3.7615 -3.7896 -3.0907
H: 4.4261 -1.7733 -4.4521
H: 3.1029 0.3255 -4.2064
H: 1.1521 0.3422 -2.6276
I: 3.2454 2.4488 3.2562
C: 2.7502 0.6083 2.4836
C: 3.2822 -0.6150 2.8139
N: 2.6468 -1.5248 2.0482
N: 1.7284 -0.9688 1.2409
C: 1.7877 0.3294 1.4991
H: 4.0463 -0.8921 3.5199
H: 2.7749 -2.5222 2.0540
H: 1.1555 1.0221 0.9643
C: -1.7966 2.2655 1.2724
C: -1.4658 3.6070 0.6701
C: -1.5673 4.7453 1.4670
C: -1.2166 5.9932 0.9875
Cl: -1.3471 7.3744 2.0260
C: -0.7513 6.1456 -0.3076
C: -0.6562 5.0272 -1.1144
C: -1.0125 3.7727 -0.6393
O: -0.8099 2.7247 -1.5210
C: -1.9113 1.9161 -1.8607
C: -1.7443 0.4582 -1.4681
O: -2.6181 -0.3548 -1.6818
O: -0.5406 0.1551 -1.0355
H: -1.8708 2.3552 2.3553
H: -1.0173 1.5363 1.0462
H: -2.7508 1.8732 0.9110
H: -1.9097 4.6494 2.4893
H: -0.4759 7.1232 -0.6772
H: -0.3036 5.1080 -2.1338
H: -2.0220 1.9159 -2.9499
H: -2.8485 2.2874 -1.4466

Cartesian forces (eV/Å) of the 2 atoms listed first:
Au 0.2 0.0 0.0
O 0.0 0.0 0.0

Here are the Mulliken charges for atoms 1 to 8, given in e: atom 1 (Au): 1.12, atom 2 (O): -0.57, atom 3 (C): 0.09, atom 4 (N): -0.16, atom 5 (C): 0.15, atom 6 (O): -0.57, atom 7 (C): 0.59, atom 8 (C): -0.59

***

2.
Formula: C27H42F24NO8P2
Source: OMol25
Level of theory: ωB97M-V with the def2-TZVPD basis set

Computed properties:
- 2S+1 = 1
- total charge = +1
- E_tot (a.u.) = -4790.0915

Geometry (Å):
C: 0.6272 -4.5830 1.5647
C: 1.3727 -3.2652 1.6574
O: 0.4558 -2.1860 1.3778
P: 0.9416 -0.6678 1.1823
O: -0.0776 0.1016 0.4376
C: 2.5467 -0.7082 0.3706
C: 2.5450 -1.0910 -1.1278
C: 1.7489 -0.1520 -2.0766
P: 0.3052 -0.8829 -2.8773
N: -0.6935 -1.7679 -1.9028
C: 0.8865 -1.8940 -4.2448
C: 0.0319 -3.1354 -4.5682
C: 0.4912 -4.3660 -3.8013
O: 1.7811 -4.7145 -4.2841
C: -0.7828 0.4063 -3.5463
O: -1.3228 1.0959 -2.4506
C: -2.6826 1.4702 -2.6259
O: 1.3219 -0.1393 2.6216
C: 0.5903 -0.5205 3.8177
C: -0.8435 -0.0347 3.8110
H: -0.0496 -4.7247 2.4078
H: 1.3417 -5.4070 1.5067
H: 0.0313 -4.6069 0.6449
H: 2.1987 -3.2561 0.9428
H: 1.7883 -3.1295 2.6614
H: 3.0075 0.2731 0.5238
H: 3.1777 -1.4170 0.9152
H: 2.2724 -2.1476 -1.2629
H: 3.5865 -1.0371 -1.4566
H: 2.4057 0.1421 -2.9059
H: 1.4319 0.7623 -1.5676
H: -0.2286 -2.4281 -1.2871
H: -1.2151 -1.1226 -1.3066
H: 0.9323 -1.2333 -5.1207
H: 1.9202 -2.2052 -4.0524
H: 0.1315 -3.3508 -5.6352
H: -1.0263 -2.9550 -4.3553
H: -0.2169 -5.1857 -3.9702
H: 0.5184 -4.1782 -2.7182
H: 2.3072 -5.0967 -3.5805
H: -0.2096 1.0658 -4.2128
H: -1.5548 -0.1138 -4.1327
H: -3.0491 1.8659 -1.6808
H: -2.7729 2.2168 -3.4223
H: -3.3017 0.6117 -2.9183
H: 0.6534 -1.6069 3.9338
H: 1.1504 -0.0641 4.6349
H: -1.2877 -0.2740 4.7806
H: -1.4345 -0.4977 3.0163
H: -0.8753 1.0510 3.6967
C: -3.7839 5.3148 -5.4046
C: -3.0188 4.1556 -6.0629
C: -1.5476 3.9569 -5.6780
F: -0.8048 5.0088 -6.0497
F: -1.0748 2.8533 -6.3148
F: -3.1350 4.2025 -7.3988
F: -3.6413 3.0100 -5.6286
O: -3.9350 6.4962 -6.1620
C: -3.0511 7.5408 -6.0964
C: -2.4430 7.8605 -7.4721
F: -1.7862 6.7861 -7.9502
F: -1.5633 8.8717 -7.3269
F: -2.0964 7.3407 -5.1719
F: -3.7454 8.6372 -5.7248
H: -4.7988 4.9335 -5.2968
H: -3.3998 5.5156 -4.4033
H: -1.4340 3.7952 -4.6018
H: -3.2299 8.1502 -8.1701
C: 6.2344 -5.8913 2.0412
C: 5.1987 -5.7151 0.9231
C: 5.5133 -4.7268 -0.2066
F: 5.6195 -3.4652 0.2484
F: 4.4727 -4.7517 -1.0826
F: 3.9789 -5.4320 1.4370
F: 5.1116 -6.9234 0.2965
O: 5.9928 -5.1868 3.2406
C: 6.4852 -3.9325 3.4668
C: 5.3425 -2.9346 3.7062
F: 4.5394 -2.9207 2.6103
F: 5.8479 -1.7000 3.8721
F: 7.2864 -3.5128 2.4754
F: 7.2158 -3.9642 4.5990
H: 6.1526 -6.9410 2.3206
H: 7.2449 -5.7296 1.6644
H: 6.4255 -5.0101 -0.7348
H: 4.7616 -3.2220 4.5835
C: -4.9801 1.9976 5.8147
C: -3.6762 1.3505 6.3047
C: -3.4376 1.2454 7.8167
F: -3.3537 2.4634 8.3757
F: -2.2611 0.6062 8.0129
F: -2.6084 1.9299 5.7189
F: -3.7322 0.0487 5.8779
O: -4.9111 3.3467 5.3952
C: -5.1470 4.3992 6.2392
C: -3.9408 5.3499 6.3147
F: -2.8540 4.6928 6.7625
F: -4.2292 6.3439 7.1781
F: -5.5349 3.9988 7.4586
F: -6.1606 5.1220 5.7108
H: -5.2255 1.4480 4.9068
H: -5.7882 1.8303 6.5274
H: -4.2356 0.6734 8.2963
H: -3.7345 5.7671 5.3276

Cartesian forces (eV/Å) of the 2 atoms listed first:
C -0.1 0.2 -0.3
C 0.0 -0.3 0.3

Here are the Mulliken charges for atoms 1 to 8, given in e: atom 1 (C): -1.48, atom 2 (C): 0.75, atom 3 (O): -0.25, atom 4 (P): 0.82, atom 5 (O): -0.86, atom 6 (C): -0.48, atom 7 (C): -0.47, atom 8 (C): -1.08

***

The evaluated molecular weight for the records listed, in turn: 816.8; 1026.5 g/mol.